C3HO2S3 as an isolated structure in a non-equilibrium geometry. Source: the Open Molecules 2025 dataset; level of theory: the ωB97M-V functional and the def2-TZVPD basis.

```
! wB97M-V def2-TZVPD RIJCOSX def2/J DEFGRID3
* xyz -1 1
C 0.17 1.61 2.52
C 2.64 -0.76 -0.26
C 0.18 0.70 1.49
O 3.73 -0.50 0.05
O 1.73 -1.11 -0.85
S 0.28 2.31 3.93
S 1.54 -0.45 1.72
S -0.94 0.89 0.09
H -0.61 0.02 -0.90
*
```

Output
relative energy (zero: lowest compared OMol25 entry of this formula, charge and spin)	22.5	kcal/mol
frontier orbital gap	6.3	eV
DFT total energy	-39728.0033	eV

***

One molecule with the formula C3H11N3 in a non-equilibrium geometry. Source: the Open Molecules 2025 dataset; level of theory: the ωB97M-V functional and the def2-TZVPD basis.

```
! wB97M-V def2-TZVPD RIJCOSX def2/J DEFGRID3
* xyz 0 1
N -2.38 -0.11 0.11
C -1.50 0.79 0.86
C -0.08 0.20 0.99
N 0.51 0.10 -0.34
C 1.81 -0.50 -0.40
N 2.39 -0.43 -1.74
H -2.58 -0.90 0.73
H -3.26 0.38 -0.02
H -1.38 1.72 0.31
H -1.83 1.09 1.86
H -0.26 -0.78 1.44
H 0.52 0.92 1.53
H -0.16 0.35 -1.05
H 2.46 -0.06 0.35
H 1.66 -1.56 -0.14
H 1.72 0.12 -2.27
H 2.36 -1.32 -2.23
*
```

Output
relative energy (zero: lowest compared OMol25 entry of this formula, charge and spin)	32.6	kcal/mol
frontier orbital gap	9.1	eV
SMILES	NCCNCN
DFT total energy	-7758.6709	eV

***

A 2-piece molecular cluster, C4H7ClOS overall in a non-equilibrium geometry. Source: the Open Molecules 2025 dataset; level of theory: the ωB97M-V functional and the def2-TZVPD basis.

```
! wB97M-V def2-TZVPD RIJCOSX def2/J DEFGRID3
* xyz 0 1
C -0.70 1.70 -0.47
C -0.94 -1.18 0.74
C 0.39 -0.95 0.08
C 0.85 0.51 0.21
O -0.78 1.80 -1.67
S 2.11 0.91 -0.97
Cl -1.43 2.59 0.84
H -0.72 -1.13 1.86
H -1.44 -0.42 0.25
H -1.43 -2.19 0.47
H 0.29 -1.08 -1.00
H 1.08 -1.59 0.49
H 1.23 0.85 1.14
H 1.50 0.18 -1.96
*
```

Output
relative energy (zero: lowest compared OMol25 entry of this formula, charge and spin)	49.2	kcal/mol
frontier orbital gap	9.1	eV
DFT total energy	-29664.4238	eV

***

One molecule with the formula C5H11N3 in a non-equilibrium geometry. Source: the Open Molecules 2025 dataset; level of theory: the ωB97M-V functional and the def2-TZVPD basis.

```
! wB97M-V def2-TZVPD RIJCOSX def2/J DEFGRID3
* xyz 0 1
N 0.08 1.90 -2.12
C -0.57 1.47 -0.83
C 0.25 0.95 0.47
N 1.41 0.25 0.92
C 0.64 -1.13 1.41
C -0.54 -1.00 0.57
N -0.85 -2.30 0.00
C -0.19 -0.04 -0.54
H -0.90 2.17 -2.75
H 1.02 2.59 -1.91
H -1.34 2.00 -0.50
H -0.63 1.29 1.23
H 1.79 0.98 1.65
H 1.18 -2.26 1.28
H 0.20 -1.01 2.48
H -1.44 -0.63 1.07
H -0.49 -3.07 0.66
H -1.87 -2.33 -0.17
H 0.53 -0.20 -1.18
*
```

Output
relative energy (zero: lowest compared OMol25 entry of this formula, charge and spin)	193.2	kcal/mol
frontier orbital gap	9.0	eV
SMILES	N[C@@H]1[C@@H]2NC[C@H](N)[C@@H]12
DFT total energy	-9825.5280	eV